1.
15
Properties=species:S:1:pos:R:3:forces:R:3 method="wB97M-V/def2-TZVPD" de_lowest_kj_mol=217.8 homo_lumo_gap_ha=0.3558
C -0.4626 -1.7128 0.6182 0.0 0.0 0.0
C -0.6141 -0.5092 -0.2894 0.3 0.0 0.3
O -1.2569 -0.7772 -1.5095 0.2 0.0 -0.1
C -0.9679 0.8130 0.3645 0.0 0.2 0.1
C 0.3778 0.5713 -0.2062 0.3 0.3 0.0
C 1.5904 1.0576 -0.4112 -0.2 -0.4 -0.1
O 2.0757 2.2423 0.0604 -0.3 0.0 0.2
H -1.4529 -2.0779 0.9082 0.1 0.0 -0.1
H 0.0933 -1.4487 1.5237 -0.1 0.0 -0.1
H 0.0844 -2.5199 0.1187 -0.1 0.1 0.0
H -0.5704 -1.0092 -2.1480 -0.2 0.0 0.1
H -1.1276 0.8512 1.4442 0.0 -0.1 -0.2
H -1.6141 1.4642 -0.2228 0.1 -0.1 0.1
H 2.3445 0.5444 -0.9992 -0.1 0.0 0.1
H 1.4754 2.5441 0.7556 0.0 0.1 -0.2

2.
38
Properties=species:S:1:pos:R:3:forces:R:3 method="wB97M-V/def2-TZVPD" de_lowest_kj_mol=69.2 smiles="CCSc1nnc(NC(=O)[C@H]2[C@@H]3CC[C@@H](C3)[C@@H]2C(=O)O)s1" homo_lumo_gap_ha=0.3269
C 4.3094 4.2671 1.7261 0.0 0.0 0.0
C 3.2148 4.8060 0.8290 -0.2 -0.3 0.1
S 1.6071 3.9936 1.1393 -0.1 0.6 0.2
C 1.8962 2.4665 0.3958 -0.3 -0.5 -0.1
N 2.9769 2.1152 -0.2085 0.0 1.5 0.6
N 2.9425 0.8886 -0.7020 0.1 -1.8 -0.8
C 1.8364 0.2553 -0.4915 -0.6 1.0 0.6
N 1.6793 -1.0199 -0.9459 0.5 -0.6 -0.4
C 0.6582 -1.9458 -0.9026 0.0 0.2 0.2
O 0.8545 -3.0329 -1.3948 0.0 -0.2 -0.1
C -0.6482 -1.5204 -0.2812 0.1 -0.1 0.0
C -1.4783 -0.6819 -1.2805 0.1 0.3 -0.1
C -2.6280 -0.0344 -0.5016 0.1 0.2 0.0
C -3.5538 -1.2281 -0.1923 -0.1 -0.1 0.1
C -2.8277 -2.4140 -0.8392 -0.2 -0.2 0.1
C -2.2053 -1.7667 -2.0748 0.1 -0.1 0.0
C -1.5655 -2.7334 -0.0207 0.0 -0.2 0.0
C -1.8232 -3.0539 1.4269 -0.3 -0.2 0.0
O -2.7772 -3.6541 1.8434 -0.1 0.0 -0.1
O -0.8403 -2.6303 2.2380 0.5 0.3 0.2
S 0.6533 1.2125 0.4058 0.9 0.1 -0.3
H 4.4912 3.2187 1.5046 0.0 0.0 0.0
H 5.2277 4.8226 1.5496 0.1 0.0 0.0
H 4.0352 4.3690 2.7737 0.0 0.0 0.1
H 3.0225 5.8618 1.0176 -0.1 0.0 -0.1
H 3.4464 4.6496 -0.2228 0.0 0.1 0.0
H 2.5156 -1.3652 -1.4110 -0.2 0.0 0.1
H -0.4487 -0.9702 0.6391 0.0 -0.1 -0.1
H -0.8837 0.0233 -1.8599 0.0 0.0 0.0
H -2.2773 0.4681 0.3989 0.0 0.1 0.0
H -3.1321 0.7062 -1.1224 0.0 0.0 0.0
H -3.7028 -1.3793 0.8747 -0.1 0.0 0.0
H -4.5342 -1.0944 -0.6488 0.0 0.0 0.0
H -3.4617 -3.2818 -1.0008 0.0 0.0 0.0
H -1.5294 -2.4294 -2.6115 0.0 -0.1 -0.1
H -2.9444 -1.3595 -2.7614 -0.1 0.0 -0.1
H -1.0815 -3.6264 -0.4398 0.0 0.1 0.1
H -1.0239 -2.9022 3.1512 -0.2 -0.1 -0.2

3.
97
Properties=species:S:1:pos:R:3:forces:R:3 method="wB97M-V/def2-TZVPD" homo_lumo_gap_ha=0.2028
C -2.9819 0.6748 -0.1522 0.0 -0.2 -0.5
C -3.7538 1.6529 -1.0496 -0.7 -0.1 0.7
O -4.0320 1.1198 -2.3521 1.0 0.0 0.1
P -2.9620 1.3947 -3.5187 -0.6 -0.2 -1.1
O -3.4962 2.3116 -4.5330 0.1 0.2 0.1
C -1.3992 1.9505 -2.8141 0.8 0.2 0.1
C -1.0803 3.4063 -3.1939 -0.1 -0.6 -0.4
C 0.4028 3.7784 -3.1736 -0.7 0.4 0.9
C 1.1635 3.6330 -1.8139 0.7 0.7 -0.9
C 0.3553 4.0306 -0.5729 -0.2 -0.4 0.1
C 1.1990 3.9775 0.7262 0.1 0.4 -0.4
C -0.2905 5.4146 -0.6898 -0.4 0.4 0.5
C -1.3115 5.6469 0.4549 0.2 -0.5 -0.1
C 2.3719 4.6308 -1.9435 0.4 -0.3 0.3
N 3.4683 3.8715 -2.5678 0.3 0.7 0.2
C 3.3891 2.7052 -1.7288 -0.4 -0.3 -0.7
O 4.3116 2.2882 -1.1021 0.2 -0.1 0.2
C 1.9127 2.2448 -1.7716 0.0 -0.1 0.8
C 1.4341 1.1345 -0.8055 0.2 -0.1 -0.1
C 2.5655 0.1347 -0.4760 -0.4 0.2 -0.1
C 2.3108 -1.3760 -0.4255 0.6 0.3 0.6
S 0.7906 -2.1188 0.2564 -0.6 0.0 -0.5
C 0.6293 -1.4348 1.9111 0.4 -0.1 0.2
S -0.3319 -0.1599 2.1801 2.5 0.3 -1.1
N 1.2590 -2.0814 2.9995 0.0 0.0 0.0
C 2.7126 -1.8164 3.0444 0.1 0.6 0.1
C 3.0592 -0.3489 3.3491 -0.1 -0.2 0.1
C 0.9836 -3.5185 3.0275 -0.3 -0.6 -0.3
C -0.5195 -3.8338 3.0110 0.0 -0.1 0.1
O -2.5955 -0.0393 -4.1591 -0.4 0.2 1.1
C -3.5560 -1.1168 -3.9924 0.3 -0.5 -0.6
C -3.0975 -2.2975 -4.8623 -0.4 0.7 0.4
H -2.0905 1.1015 0.3116 -0.1 0.2 0.0
H -2.6363 -0.1644 -0.7600 0.1 0.0 0.0
H -3.6604 0.2394 0.5848 -0.1 0.0 -0.1
H -3.2827 2.6354 -1.1206 0.1 0.0 -0.1
H -4.7310 1.8160 -0.5976 -0.1 0.0 -0.1
H -0.6278 1.2934 -3.2260 -0.1 -0.1 -0.1
H -1.3359 1.8400 -1.7325 -0.1 -0.3 -0.1
H -1.4400 3.5518 -4.2140 -0.1 0.1 0.1
H -1.6859 4.0583 -2.5668 0.1 0.1 0.0
H 0.4370 4.8322 -3.4626 0.1 0.0 -0.1
H 0.9186 3.2281 -3.9615 0.1 -0.1 0.0
H -0.4647 3.3110 -0.4542 0.0 0.0 -0.1
H 0.6282 3.5897 1.5673 0.1 -0.1 0.0
H 2.1201 3.4123 0.5867 -0.1 -0.2 0.2
H 1.5162 4.9894 0.9875 0.0 0.0 0.1
H -0.7978 5.5715 -1.6378 0.1 -0.1 -0.1
H 0.4614 6.2026 -0.5991 0.2 -0.1 -0.2
H -0.9212 6.3104 1.2239 -0.1 0.2 0.0
H -2.2700 6.0065 0.0862 0.1 0.2 0.0
H -1.5207 4.6968 0.9552 -0.1 0.0 0.0
H 2.1459 5.5769 -2.4282 -0.1 -0.2 -0.4
H 2.8071 4.9091 -0.9790 -0.4 0.0 0.2
H 3.2696 3.6769 -3.5434 0.0 -0.2 0.0
H 1.8519 1.7860 -2.7628 0.0 0.1 -0.1
H 1.0391 1.5482 0.1219 0.0 0.0 -0.1
H 0.6097 0.6076 -1.2889 -0.1 0.0 0.0
H 3.3220 0.2340 -1.2505 0.2 -0.1 0.1
H 3.0330 0.4549 0.4541 0.1 -0.1 0.0
H 3.1297 -1.7766 0.1692 0.1 -0.2 -0.3
H 2.4169 -1.8026 -1.4218 -0.4 -0.2 0.0
H 3.1074 -2.4366 3.8397 -0.1 -0.2 0.0
H 3.2107 -2.1267 2.1222 -0.1 -0.2 0.0
H 3.8184 0.0210 2.6631 0.1 0.0 0.1
H 2.1954 0.3112 3.2817 -0.1 -0.1 -0.1
H 3.4206 -0.2715 4.3731 0.1 0.1 0.0
H 1.4238 -3.9480 3.9248 0.2 0.4 0.1
H 1.4546 -4.0363 2.1819 0.1 0.1 0.0
H -0.8473 -4.2653 2.0659 0.0 0.2 -0.1
H -0.7717 -4.5523 3.7905 0.0 0.0 0.0
H -1.1180 -2.9426 3.2094 0.0 0.0 0.0
H -3.6084 -1.4344 -2.9530 0.0 0.3 0.1
H -4.5389 -0.7740 -4.3109 0.0 0.1 0.1
H -3.2169 -3.1925 -4.2644 0.0 -0.4 -0.2
H -2.0519 -2.1602 -5.1297 0.0 -0.1 0.0
H -3.7171 -2.3505 -5.7542 0.2 -0.2 -0.1
N -6.7502 -1.1838 0.3740 -0.1 0.0 0.0
O -6.2421 -1.9141 -0.5032 0.0 0.0 0.0
O -6.0021 -0.6677 1.2518 0.5 0.2 0.3
O -7.9615 -0.9644 0.3978 0.1 0.0 0.0
C -4.8717 -4.5649 -0.3140 -0.3 0.0 0.2
Cl -3.5715 -3.4676 0.1774 0.2 0.0 0.0
Cl -4.5313 -5.3616 -1.8550 0.1 0.0 0.0
H -4.9735 -5.3307 0.4456 0.1 0.0 0.0
H -5.7827 -3.9806 -0.4066 0.1 0.2 -0.1
Cs -2.8262 -0.2507 3.3188 -2.9 -0.2 0.8
C 5.6127 -6.3050 5.1027 0.2 -0.1 0.0
C 4.1997 -6.3575 4.5666 -0.1 0.1 0.2
O 3.9628 -5.0061 4.2122 0.1 -0.1 -0.3
C 5.1694 -4.4433 3.9072 0.2 0.1 0.0
O 5.3072 -3.4147 3.3378 0.0 0.0 0.1
O 6.1774 -5.2331 4.3407 -0.1 -0.1 0.0
F 3.3045 -6.7325 5.5097 0.0 0.1 0.0
H 5.6257 -6.0463 6.1622 -0.1 0.0 0.0
H 6.1694 -7.2246 4.9467 0.1 0.1 -0.1
H 4.0706 -6.9872 3.6849 -0.1 -0.1 0.0

4.
132
Properties=species:S:1:pos:R:3:forces:R:3 method="wB97M-V/def2-TZVPD" de_lowest_kj_mol=3522.6 homo_lumo_gap_ha=0.3121
C -19.4228 4.8780 -13.5166 0.8 2.7 -0.5
O -20.5012 5.1055 -14.3849 -4.2 1.8 0.8
C -21.7733 5.3971 -13.7871 2.5 1.1 -0.6
O -22.0756 5.2074 -12.6378 0.3 0.1 -0.6
O -22.5459 6.0004 -14.7259 2.9 1.2 1.2
C -23.6717 6.7464 -14.3466 -0.8 -0.3 0.1
H -19.2244 3.8270 -13.3064 -0.5 5.5 -4.9
H -19.4612 5.3175 -12.5199 -0.8 0.7 0.0
H -18.5165 5.2371 -14.0043 -0.7 0.8 -0.1
H -24.1879 6.9562 -15.2835 -0.2 -0.2 0.0
H -23.4838 7.7335 -13.9244 0.5 -0.3 0.4
H -24.2680 6.0905 -13.7122 -0.4 0.5 0.2
C -19.1313 0.8826 -14.5441 2.6 -1.0 0.9
O -17.9236 1.2843 -13.9458 1.7 0.6 0.9
C -17.4931 2.5353 -13.9680 0.5 3.0 -0.7
O -17.9956 3.4834 -14.6202 8.2 -4.4 9.9
O -16.3372 2.6323 -13.2586 -0.5 1.1 0.4
C -15.6415 3.9754 -13.1097 -1.3 -1.4 -3.5
H -19.9157 1.5927 -14.2823 3.8 -0.8 0.4
H -19.3619 -0.1035 -14.1410 0.9 2.1 -0.1
H -18.9299 0.6851 -15.5970 -0.1 1.1 1.3
H -16.4866 4.6328 -12.9055 0.8 -1.0 -1.0
H -15.1606 4.3052 -14.0306 -0.6 -0.1 0.6
H -14.8844 4.0053 -12.3261 -0.2 -1.9 -1.4
C -15.2697 0.5871 -14.3685 1.5 -1.7 1.6
O -14.9196 -0.7128 -13.8204 0.8 -0.2 0.6
C -15.4370 -1.2484 -12.7128 -0.2 0.1 0.5
O -16.1773 -0.7155 -11.9031 1.3 -0.7 -1.0
O -14.9563 -2.5431 -12.6606 0.2 2.0 -2.3
C -15.1010 -3.3381 -11.5482 1.3 1.0 2.6
H -14.9822 1.4536 -13.7732 0.1 -1.1 0.6
H -16.3299 0.5195 -14.6125 1.1 -0.4 1.0
H -14.7215 0.7464 -15.2971 0.4 -0.8 0.9
H -14.1876 -3.2383 -10.9618 0.4 -0.3 0.0
H -15.2435 -4.3896 -11.7971 -0.1 0.3 0.0
H -15.8716 -2.8856 -10.9241 0.7 -0.6 -0.1
C -16.5488 4.7477 -8.6028 1.7 -0.8 -0.5
O -16.9151 5.7823 -9.5430 -1.1 0.1 0.8
C -16.5373 5.6895 -10.8030 2.8 -1.9 -0.3
O -15.7620 4.8118 -11.2935 -3.1 5.7 7.5
O -17.0195 6.7189 -11.4827 0.0 -0.3 1.4
C -16.6154 6.9167 -12.8177 0.1 0.0 -0.9
H -16.8832 3.7662 -8.9389 -0.1 0.1 -0.1
H -16.7871 4.8716 -7.5464 -1.2 1.0 -0.5
H -15.4610 4.7542 -8.5346 0.2 -0.3 -0.5
H -17.0753 6.1282 -13.4133 -0.2 1.0 -0.4
H -15.5452 6.8335 -13.0070 0.2 0.1 0.6
H -16.9362 7.9364 -13.0312 -0.1 -0.3 -0.4
C -18.7477 3.2165 -16.1302 -2.3 1.3 -2.3
O -19.5448 3.1643 -17.3061 1.7 0.3 -1.6
C -19.6602 4.1648 -18.0862 2.9 1.9 -1.4
O -18.9148 5.1463 -18.1218 -1.8 -0.8 -0.1
O -20.5973 3.7957 -18.9610 0.8 1.5 -1.8
C -20.8761 4.5552 -20.1187 0.9 1.7 -0.2
H -19.0412 2.3019 -15.6150 -0.3 1.3 -1.8
H -19.0152 4.0966 -15.5453 -2.0 0.3 -3.2
H -17.6838 3.2544 -16.3647 -1.6 0.6 -1.1
H -20.7326 5.6278 -19.9883 0.3 0.1 0.6
H -21.9192 4.5313 -20.4343 0.1 -1.0 0.1
H -20.1417 4.3201 -20.8891 -0.4 -0.5 -0.3
C -17.7300 -1.1153 -18.1878 -1.7 -0.5 -2.5
O -18.7644 -0.1913 -17.5962 -6.9 -7.9 -1.9
C -19.6043 -0.7576 -16.6935 -0.1 -4.5 0.4
O -19.4744 -1.9416 -16.1521 -2.0 5.9 -2.8
O -20.5659 0.1631 -16.4354 0.6 -3.4 -1.6
C -21.5171 -0.0092 -15.4207 -0.3 -6.7 2.1
H -18.0838 -1.2994 -19.2022 -0.5 0.0 -0.1
H -17.6269 -2.0823 -17.6954 -0.3 0.6 -0.1
H -16.7769 -0.6086 -18.3393 -0.6 -0.1 0.4
H -21.6714 -1.0574 -15.1647 -0.1 -0.7 -1.1
H -22.5225 0.3924 -15.5466 0.7 0.3 -0.6
H -20.9990 0.3117 -14.5169 -1.8 -3.1 -0.6
F -13.3858 -1.3023 -17.0617 1.1 -0.1 0.2
C -14.5238 -1.6316 -16.4330 -0.3 -0.9 -1.4
C -15.4919 -0.7020 -16.4739 -1.8 0.0 0.4
C -16.7504 -1.0226 -15.9642 0.3 -2.5 1.8
C -17.0622 -2.3497 -15.5774 3.3 0.8 -2.5
C -16.0412 -3.3060 -15.5733 0.5 1.4 -0.3
C -14.7498 -2.9240 -16.0342 -0.6 -1.1 0.8
H -15.3079 0.3044 -16.8197 0.3 -0.7 -0.5
H -17.4941 -0.2420 -15.9015 0.7 -1.8 1.0
H -18.0617 -2.6661 -15.3181 0.9 0.3 -4.2
H -16.3501 -4.2334 -15.1141 0.7 -0.6 -0.4
H -13.8919 -3.5766 -16.1019 -0.1 -0.4 0.2
F -18.8227 -1.6478 -9.4032 -0.4 0.1 1.8
C -18.7158 -2.0431 -10.6419 -0.4 0.0 -3.2
C -19.4085 -1.3494 -11.6516 -0.7 -0.9 -1.0
C -19.2409 -1.7053 -13.0274 0.2 0.7 2.8
C -18.2303 -2.5410 -13.3411 0.6 -2.4 2.3
C -17.5346 -3.2774 -12.3480 -2.6 1.0 -0.3
C -17.8568 -3.0675 -10.9867 0.6 -0.5 -1.4
H -20.1864 -0.6357 -11.4236 0.2 0.3 0.4
H -19.6556 -1.1550 -13.8591 -1.1 -2.0 1.1
H -17.9544 -2.6429 -14.3803 -0.6 -0.4 4.7
H -16.7432 -3.9305 -12.6848 -0.7 -0.1 0.2
H -17.2214 -3.5824 -10.2813 -0.8 0.0 0.6
F -19.3503 3.1177 -12.4535 -1.2 -7.5 7.1
C -19.1501 2.4526 -11.2839 -1.4 -0.3 4.3
C -19.9101 2.8218 -10.1122 0.7 0.1 -0.3
C -19.5415 2.3420 -8.8329 0.4 -0.5 -2.2
C -18.5473 1.3589 -8.8042 0.1 0.1 0.6
C -17.8678 0.9562 -9.9367 -0.4 0.1 0.2
C -18.1730 1.5226 -11.1650 1.3 0.1 -0.7
H -20.7430 3.5072 -10.1670 0.0 0.3 -0.3
H -19.9862 2.6844 -7.9102 -0.3 0.0 -0.2
H -18.2896 0.9186 -7.8523 0.1 -0.1 0.1
H -17.1192 0.1789 -9.8945 0.1 0.1 0.0
H -17.5509 1.3545 -12.0317 -0.1 -0.7 0.8
F -17.5046 0.8101 -17.0548 5.1 7.4 0.8
C -16.6527 1.7869 -17.1350 2.5 3.4 -1.2
C -16.0498 2.2658 -15.9840 0.9 1.6 -1.0
C -15.3371 3.4577 -16.0781 0.2 -0.8 -2.1
C -15.2363 4.0788 -17.3397 1.6 1.1 0.8
C -15.7661 3.6244 -18.5181 -0.9 -2.0 0.9
C -16.4744 2.4217 -18.3898 -0.8 -0.4 0.5
H -16.1147 1.8187 -15.0031 -0.4 1.2 -2.1
H -14.8188 3.7983 -15.1938 0.2 -0.1 -1.4
H -14.5643 4.9126 -17.4795 -0.1 0.5 0.5
H -15.6381 4.1307 -19.4634 0.0 0.0 0.1
H -17.0656 2.0220 -19.2005 0.1 -0.1 -0.2
F -21.1028 1.7403 -14.6624 -5.3 9.3 0.1
C -21.7345 2.4940 -15.6240 -1.4 2.9 0.1
C -21.3869 2.3144 -16.9348 -1.0 -1.7 0.6
C -22.1868 2.8761 -17.8829 -2.7 -0.3 -0.7
C -23.1059 3.8470 -17.5604 -0.1 1.5 1.8
C -23.2099 4.3061 -16.2315 0.3 -2.6 0.3
C -22.5801 3.5168 -15.1974 -1.0 -0.3 -2.3
H -20.5246 1.6936 -17.1284 -2.1 0.4 -0.6
H -22.2261 2.6270 -18.9330 0.3 -0.7 0.3
H -23.5566 4.4341 -18.3470 -0.4 -0.2 -0.1
H -23.7711 5.1725 -15.9141 -0.3 -0.8 -0.9
H -22.7621 3.7380 -14.1560 -0.1 -0.7 -0.2